No. 1
Density functional theory data (ωB97M-V/def2-TZVPD) for C3H6N2O as an isolated structure at a distorted geometry.

Each line ends with the Mulliken charge.
Atoms and positions in Å:
C1 -1.78 0.02 0.13  -0.20
C2 -0.78 0.99 -0.09  -0.01
C3 2.47 -0.30 -0.11  -0.18
H1 -0.55 -1.44 -0.02  0.40
H2 -2.01 -0.02 1.16  0.24
H3 -2.97 0.01 -0.49  0.21
H4 -1.14 2.05 -0.19  0.32
H5 3.42 -1.12 0.21  0.21
H6 3.05 0.71 -0.08  0.25
N1 0.48 0.78 -0.27  -0.38
N2 1.22 -0.46 0.04  -0.40
O1 -1.41 -1.23 -0.29  -0.46

Properties
- frontier orbital gap (eV) = 9.409
- charge = 0
- highest occupied orbital energy (eV) = -9.159



No. 2
Density functional theory data (ωB97M-V/def2-TZVPD) for C4H7Cl2F in the gas phase at a distorted geometry.

Each line ends with the Mulliken charge.
Atoms and positions in Å:
C1 0.96 0.96 0.41  -1.40
C2 -0.10 -0.10 0.36  0.83
Cl1 -0.48 -0.58 2.02  -0.19
C3 -1.32 0.41 -0.29  -0.65
F1 -1.82 1.42 0.46  -0.29
C4 0.26 -1.35 -0.48  -0.54
Cl2 1.82 -2.07 0.01  -0.17
H1 1.90 0.70 -0.08  0.34
H2 1.19 1.33 1.43  0.37
H3 0.65 1.82 -0.13  0.36
H4 -2.14 -0.35 -0.42  0.34
H5 -0.80 0.88 -1.24  0.34
H6 -0.58 -2.11 -0.53  0.36
H7 0.45 -0.95 -1.54  0.29

Properties
- frontier orbital gap (eV) = 11.534
- charge = 0
- SMILES string = C[C@@](Cl)(CF)CCl
- highest occupied orbital energy (eV) = -10.815



No. 3
Density functional theory data (ωB97M-V/def2-TZVPD) for C14H18CeN2 as an isolated structure at a distorted geometry.

Each line ends with the Mulliken charge.
Atoms and positions in Å:
C1 1.48 2.06 1.77  -0.56
C2 1.36 0.82 2.48  -0.54
C3 -0.03 0.50 2.57  -0.45
C4 -0.78 1.54 1.92  -0.35
C5 0.16 2.52 1.44  -0.48
Ce1 0.50 0.57 -0.14  0.88
C6 3.68 -1.05 -0.01  -0.72
C7 4.56 -0.25 -0.60  0.40
C8 4.76 0.86 -1.26  -0.80
N1 0.13 1.69 -1.87  -0.62
H1 -0.46 -0.35 3.11  0.53
H2 2.18 0.27 2.93  0.50
H3 -1.87 1.59 1.85  0.39
H4 -0.09 3.41 0.86  0.36
H5 2.42 2.55 1.49  0.52
H6 3.90 -1.39 1.01  0.25
H7 1.08 1.92 -2.25  0.11
H8 2.81 -1.69 -0.29  0.44
H9 5.75 1.34 -1.27  0.23
H10 4.15 1.59 -1.79  0.25
C9 -1.27 -3.01 0.73  -1.11
C10 -1.97 -2.08 -0.17  0.34
C11 -3.21 -2.36 -0.79  -0.51
C12 -3.57 -1.20 -1.55  -1.05
C13 -2.51 -0.26 -1.34  0.56
C14 -2.51 1.07 -1.96  -1.13
N2 -1.54 -0.81 -0.52  0.03
H11 -1.92 -3.89 0.84  0.32
H12 -1.10 -2.59 1.73  0.18
H13 -0.31 -3.36 0.33  0.22
H14 -3.75 -3.28 -0.68  0.41
H15 -4.42 -1.02 -2.15  0.49
H16 -2.50 0.98 -3.05  0.28
H17 -3.44 1.59 -1.68  0.28
H18 -1.64 1.72 -1.68  0.33

Properties
- frontier orbital gap (spin up / spin down) (eV) = 4.725 / 4.727
- charge = 0
- highest occupied orbital energy (spin up / spin down) (eV) = -6.259 / -6.259